Below is a structure of composition C34H32N5OS3Sm, with properties calculated with ωB97M-V/def2-TZVPD.

Values from the calculation:
⟨S²⟩: 8.76

```
! wB97M-V def2-TZVPD RIJCOSX def2/J DEFGRID3
* xyz 0 6
Sm 1.1301 -0.0982 -1.2304
C -1.4977 -2.9690 -3.8858
C -0.5161 -2.4136 -2.8953
N -0.5502 -1.1713 -2.5591
N -1.6617 -0.4473 -3.0155
C -1.5556 0.8374 -2.9891
S -0.1724 1.8675 -2.7115
S -3.0156 1.7823 -3.3209
C -4.2770 0.5144 -3.6091
C -5.0545 0.1142 -2.3786
C -4.6779 -1.0041 -1.6355
C -5.4026 -1.3818 -0.5106
C -6.5009 -0.6348 -0.0985
C -6.8746 0.4875 -0.8278
C -6.1581 0.8510 -1.9607
C 0.4728 -3.3315 -2.2684
C 0.8229 -4.5023 -2.9593
C 1.6703 -5.4500 -2.4273
C 2.1646 -5.2484 -1.1352
C 1.8368 -4.1137 -0.4271
C 1.0219 -3.1145 -0.9825
O 0.7906 -2.0123 -0.2862
H -2.4684 -2.5039 -3.7439
H -1.5872 -4.0479 -3.7971
H -1.1795 -2.7184 -4.9013
H -3.7661 -0.3449 -4.0357
H -4.9376 0.9345 -4.3669
H -3.8118 -1.5711 -1.9526
H -5.1177 -2.2718 0.0392
H -7.0693 -0.9322 0.7746
H -7.7319 1.0741 -0.5209
H -6.4608 1.7230 -2.5311
H 0.4266 -4.6564 -3.9556
H 1.9347 -6.3315 -2.9949
H 2.8164 -5.9863 -0.6830
H 2.2186 -3.9415 0.5720
C 3.7809 0.3346 -0.8819
C 3.6709 -1.0376 -1.1695
C 3.2327 -1.1669 -2.5042
C 3.0781 0.1288 -3.0413
C 3.4136 1.0571 -2.0397
H 4.1853 0.7623 0.0224
H 3.9380 -1.8513 -0.5135
H 3.1093 -2.0932 -3.0432
H 2.8157 0.3696 -4.0590
H 3.4453 2.1292 -2.1594
S 1.6961 4.7138 4.0840
C 1.6212 3.5537 2.7433
C 2.0991 2.2488 2.8387
C 1.9773 1.4239 1.7411
N 1.4029 1.7979 0.5927
C 0.9156 3.0337 0.5162
C 1.0161 3.9436 1.5597
C 3.2345 4.2861 4.8378
C 3.2728 4.0010 6.1924
C 4.5010 3.7154 6.7768
N 5.6515 3.6841 6.1062
C 5.5937 3.9597 4.7969
C 4.4264 4.2730 4.1248
H 2.5698 1.8808 3.7413
H 2.3538 0.4068 1.7802
H 0.4341 3.2993 -0.4173
H 0.6252 4.9452 1.4348
H 2.3657 3.9957 6.7828
H 4.5531 3.4899 7.8364
H 6.5349 3.9373 4.2594
H 4.4421 4.4969 3.0655
C -2.3414 -0.9057 3.2625
C -2.7824 -0.8581 1.7988
C -1.7579 -0.2546 0.9255
N -0.9524 0.2137 0.2609
H -3.0950 -1.4253 3.8525
H -2.2201 0.0997 3.6645
H -1.3952 -1.4360 3.3654
H -3.6979 -0.2828 1.6676
H -2.9756 -1.8574 1.4099
*
```

***

Below is a structure of composition C35H27N5O5SV, with properties calculated with ωB97M-V/def2-TZVPD.

Values from the calculation:
⟨S²⟩: 0.82

```
! wB97M-V def2-TZVPD RIJCOSX def2/J DEFGRID3
* xyz -2 2
V 0.6718 -0.1779 -0.1446
O 1.1758 1.4355 1.0558
C 1.2826 1.2090 2.5534
C 1.6152 2.4932 3.2244
C 2.4409 2.5523 4.2785
C 3.1626 1.3897 4.7556
C 3.0839 0.2471 4.0367
C 2.2670 0.1177 2.8718
C 2.4600 -0.9922 2.0679
N 1.9520 -1.2286 0.8635
C 2.3531 -2.4311 0.1379
C 1.1683 -2.9292 -0.7113
N 0.6111 -1.7469 -1.3822
C 0.2646 -1.7845 -2.6024
C 0.2577 -0.5163 -3.3673
C -0.6885 -0.0466 -4.5018
C -0.1154 2.0739 -4.8880
C 1.1296 2.8003 -4.4393
C 1.8920 2.3855 -3.4244
C 1.5929 1.1164 -2.6838
O 2.1307 0.9210 -1.4619
H 1.0799 3.3657 2.8663
H 2.5851 3.5027 4.7827
H 3.8012 1.4584 5.6271
H 3.6990 -0.6053 4.3152
H 3.1469 -1.7389 2.4731
H 3.1860 -2.1806 -0.5326
H 2.6777 -3.2277 0.8123
H 1.4978 -3.6716 -1.4427
H 0.4387 -3.3738 -0.0443
H 0.2358 -2.7404 -3.1353
H -1.5165 -0.7073 -4.7573
H -0.7589 2.7655 -5.4339
H 1.3770 3.7265 -4.9521
H 2.7484 2.9668 -3.0851
C 1.4111 0.2652 -6.0106
C 2.2214 -0.1307 -5.0336
C 1.7757 -0.2035 -3.6221
C 0.0236 0.8319 -2.6289
C -0.8737 1.3169 -3.7659
C 0.0238 0.6961 -5.6802
N -0.4274 0.8788 -1.2953
N -1.1407 1.9985 -0.8899
C -1.1184 2.0716 0.3936
C -1.8837 2.9884 1.2141
C -1.8710 2.8622 2.5527
C -1.3590 1.6465 3.3291
C -0.2613 0.8589 2.5760
C -0.2202 1.1354 1.0932
H 1.7575 0.3325 -7.0379
H 3.2494 -0.4051 -5.2546
H 2.4221 -0.8628 -3.0481
H -1.8358 1.7069 -3.4486
H -0.5994 0.7036 -6.5759
H -2.5027 3.7299 0.7178
H -2.4790 3.5370 3.1489
H -0.9307 1.9766 4.3005
H -0.4120 -0.1833 2.8510
O -0.0613 -2.9912 2.1123
C -1.0250 -2.3446 1.6953
N -1.0399 -1.4077 0.7072
S -2.5618 -0.7128 0.4532
O -2.4740 0.8589 3.4697
O -3.1605 -1.2764 -0.7951
C -3.3067 -1.6565 1.7852
C -4.6110 -1.6187 2.2342
C -4.9625 -2.4743 3.2705
C -4.0194 -3.3343 3.8353
C -2.7100 -3.3497 3.3692
C -2.3740 -2.4985 2.3338
H -5.3292 -0.9330 1.7997
H -5.9758 -2.4636 3.6561
H -4.3111 -3.9851 4.6514
H -1.9539 -3.9920 3.8048
*
```

***

Below is a cluster of 2 separate species, C5H11NO in total, with properties calculated with ωB97M-V/def2-TZVPD.

Values from the calculation:
Structure (SMILES): C=CC(=C)NC.O

```
! wB97M-V def2-TZVPD RIJCOSX def2/J DEFGRID3
* xyz 0 1
C -1.7110 -1.7911 1.2200
C -0.8425 -2.2830 0.3239
C -0.0902 -1.4083 -0.6011
C 0.8560 -2.0174 -1.3569
N -0.6743 -0.1555 -0.9845
C -0.1354 0.4171 -2.2213
H -1.7522 -0.7168 1.3164
H -2.1686 -2.4956 1.8992
H -0.5479 -3.3152 0.2019
H 1.2115 -1.5723 -2.2760
H 1.4650 -2.8773 -1.1256
H -0.5617 0.4728 -0.2039
H -0.4145 -0.1320 -3.1113
H -0.5616 1.4162 -2.2223
H 0.9457 0.6072 -2.2049
O 1.3082 5.3189 3.9103
H 1.6553 5.6519 3.0573
H 2.0180 4.8802 4.3789
*
```

***

Below is a structure of composition C10H15F5N3OSSnTe, with properties calculated with ωB97M-V/def2-TZVPD.

```
! wB97M-V def2-TZVPD RIJCOSX def2/J DEFGRID3
* xyz 1 1
Sn 1.7122 1.2865 1.9350
F 2.3021 1.0209 -0.7327
Te 4.2400 1.2899 -0.3862
F 3.7146 3.1202 -0.5865
F 6.0313 1.7982 -0.3849
F 4.4118 -0.5911 -0.6261
F 4.2985 1.2985 -2.2650
O 3.9705 1.2056 1.3580
S 0.3978 -0.8072 1.6164
C -0.2808 -2.2496 0.8684
N 0.4032 -2.9123 -0.0397
C -0.1126 -4.0947 -0.7091
C -1.6372 -4.0315 -0.7414
C -2.1907 -3.7594 0.6532
N -1.4966 -2.6180 1.2239
H 1.3322 -2.5901 -0.2743
H 0.2279 -4.9922 -0.1836
H 0.2868 -4.1214 -1.7245
H -2.0370 -4.9690 -1.1245
H -1.9446 -3.2243 -1.4061
H -2.0676 -4.6287 1.3062
H -3.2559 -3.5248 0.6013
H -1.9619 -2.0689 1.9321
N 0.8533 3.5562 0.9327
C -0.3744 3.1094 0.3441
C -1.5092 3.0170 1.1421
C -2.7047 2.5844 0.5996
C -2.7628 2.2056 -0.7311
C -1.6258 2.2586 -1.5162
C -0.4331 2.7236 -0.9887
H 0.6766 4.2991 1.6102
H 1.4850 3.9164 0.2161
H -1.4463 3.3095 2.1823
H -3.5909 2.5512 1.2134
H -3.6967 1.8798 -1.1568
H -1.6633 1.9443 -2.5482
H 0.4467 2.8070 -1.6097
*
```

***

Summary of energy in eV
-95687.3456, -90938.5631, -8898.8982, -54673.9435
(order as listed above)
Summary of ΔE to the lowest compared entry with this formula, charge and spin in kcal/mol
7.2, 164.5, 64.5, 39.8
(order as listed above)